No. 1
This record from the Open Molecules 2025 dataset describes a gas-phase ion, H2NO2S5 (charge -1). The level of theory is wB97M-V/def2-TZVPD.

ORCA input file:
```
! RIJCOSX wB97M-V def2-TZVPD def2/J DEFGRID3
* xyz -1 1
N 1.88926 0.09266 -0.14869
O -2.29438 -2.12263 0.27048
O -0.22612 -1.77784 -0.91926
S -2.15288 0.65095 -0.53394
S 1.29632 1.31160 -1.13030
S -0.69618 1.97361 0.04953
S -0.06899 1.56826 1.82629
S -1.08545 -1.33356 0.19743
H 1.88677 0.33512 0.90255
H 1.45164 -0.69816 -0.51411
*
```

For the energy, the calculation gives -2197.43559 Ha. As for the frontier orbital gap: 7.23 eV. The calculation puts the maximum force at 3.31 eV/Å.

---

No. 2
This record from the Open Molecules 2025 dataset describes C4H7NO2 in the gas phase. The level of theory is wB97M-V/def2-TZVPD.

ORCA input file:
```
! RIJCOSX wB97M-V def2-TZVPD def2/J DEFGRID3
* xyz 0 1
C 1.02272 -0.96727 1.28582
C 0.34087 -0.53111 0.00719
C -1.04019 0.08668 0.15627
N -1.11869 0.77131 -1.11530
C 0.14979 1.21851 -1.42856
O 0.45904 2.03612 -2.25319
O 1.04181 0.54509 -0.64072
H 0.93495 -0.22485 2.08603
H 2.08399 -1.14963 1.09767
H 0.56948 -1.90387 1.63008
H 0.29751 -1.37044 -0.69991
H -0.98383 0.79890 0.98854
H -1.84640 -0.64208 0.27709
H -1.91103 1.33263 -1.39102
*
```

The SMILES is C[C@H]1CNC(=O)O1. For the energy, the calculation gives -361.87745 Ha. As for the frontier orbital gap: 10.91 eV. The calculation puts the maximum force at 0.56 eV/Å.

---

No. 3
This record from the Open Molecules 2025 dataset describes a gas-phase ion, C6H11N2 (charge +1). The level of theory is wB97M-V/def2-TZVPD.

ORCA input file:
```
! RIJCOSX wB97M-V def2-TZVPD def2/J DEFGRID3
* xyz 1 1
C 0.63866 0.33730 -0.99426
C 1.64301 -0.15756 -0.34033
C -1.64489 -1.62505 -0.48611
C -1.57014 -0.33876 0.19449
C 2.51513 -0.93693 0.52285
C -0.52373 1.92030 0.53796
N -0.92648 -1.37254 0.76938
N -0.69879 0.78811 -0.42022
H 0.95568 0.74791 -2.03483
H -2.52081 -2.27156 -0.37724
H -1.10733 -1.80150 -1.33991
H -2.31122 0.16155 0.73373
H 3.27054 -1.23337 -0.12674
H 1.84858 -1.76984 0.91935
H 2.95946 -0.26539 1.19350
H -0.36323 1.72401 1.63965
H 0.43019 2.40420 0.26772
H -1.46716 2.54525 0.60873
H -1.12749 1.14390 -1.26772
*
```

For the energy, the calculation gives -344.22635 Ha. As for the frontier orbital gap (spin up / spin down): 10.47 / 6.89 eV. The calculation puts the maximum force at 3.42 eV/Å.

---

No. 4
This record from the Open Molecules 2025 dataset describes a gas-phase ion, C5H11N2 (charge +1). The level of theory is wB97M-V/def2-TZVPD.

ORCA input file:
```
! RIJCOSX wB97M-V def2-TZVPD def2/J DEFGRID3
* xyz 1 1
C 0.55742 -1.17543 0.28342
C 1.86992 -0.52874 -0.29702
C -0.58942 -0.84868 -0.49923
C -1.46237 0.15748 -0.02103
C -1.86498 1.54805 0.20010
N 1.83432 0.96107 0.02509
N -1.84855 -0.96221 0.34083
H 0.61399 -2.22884 0.22126
H 0.40937 -0.86064 1.29361
H 2.79322 -1.09251 0.13141
H 1.98571 -0.52229 -1.45155
H -0.80146 -1.05359 -1.52581
H -0.92323 2.09246 0.21408
H -2.53703 1.63163 1.00991
H -2.16849 2.05516 -0.74971
H 2.19779 1.45143 -0.70546
H 2.43428 1.03374 0.92381
H -2.50048 -1.65809 0.60631
*
```

The SMILES is CC1=[NH+][C@@H]1CCN. For the energy, the calculation gives -306.26232 Ha. As for the frontier orbital gap: 9.20 eV. The calculation puts the maximum force at 5.89 eV/Å.

---

No. 5
This record from the Open Molecules 2025 dataset describes C8H12N2 in the gas phase. The level of theory is wB97M-V/def2-TZVPD.

ORCA input file:
```
! RIJCOSX wB97M-V def2-TZVPD def2/J DEFGRID3
* xyz 0 3
C -2.07243 0.27283 0.29941
C 1.58689 -0.46203 -0.40235
C 0.95996 1.63786 1.10304
C 1.24298 0.13978 0.92286
C -1.01654 -0.11334 -0.54946
C 0.16109 -0.67237 0.08676
C -1.21809 -0.06004 -2.02238
C -0.16816 -1.97497 0.76680
N -3.00267 0.64009 0.88365
N 0.48727 2.27433 -0.04626
H 1.71046 0.21349 -1.32571
H 2.04561 -1.39132 -0.67176
H 0.33626 1.79810 2.06653
H 2.04271 2.11067 1.35265
H 1.74210 -0.25949 1.77816
H -2.33452 0.03997 -2.01998
H -0.81078 -1.05368 -2.49095
H -0.81813 0.80409 -2.58366
H -1.09849 -1.94853 1.36268
H 0.61345 -2.18103 1.44122
H -0.12892 -2.78694 -0.06011
H -0.26003 2.97251 0.10885
*
```

For the energy, the calculation gives -421.34698 Ha. As for the frontier orbital gap (spin up / spin down): 8.80 / 8.54 eV. The calculation puts the maximum force at 3.38 eV/Å. Its expectation value of S² is 2.02.

---

No. 6
This record from the Open Molecules 2025 dataset describes 7 unconnected molecules or ions with the total composition C27H62ClN5O13. The level of theory is wB97M-V/def2-TZVPD.

ORCA input file:
```
! RIJCOSX wB97M-V def2-TZVPD def2/J DEFGRID3
* xyz 0 1
C 4.00320 -1.86649 -4.00895
N 5.43150 -2.05672 -4.47568
C 5.85739 -3.50818 -4.06400
C 5.50068 -1.83644 -6.02485
C 6.29805 -1.00573 -3.74432
C 5.96167 0.45434 -3.93728
O 4.84994 0.90682 -3.36837
H 3.79164 -1.80720 -2.94133
H 3.38115 -2.61130 -4.50535
H 3.59272 -0.98365 -4.49906
H 5.37344 -4.37684 -4.51046
H 5.62184 -3.58810 -3.00276
H 6.93318 -3.54575 -4.23536
H 6.44897 -1.98557 -6.54120
H 4.96978 -0.93370 -6.32702
H 4.93492 -2.65229 -6.47474
H 7.34688 -1.19776 -3.97056
H 6.17383 -1.17932 -2.67543
H 6.20129 0.64865 -4.98271
H 6.75418 1.05908 -3.49646
H 4.84589 0.62712 -2.45003
Cl -0.69475 0.01605 0.68883
O -0.59743 -0.69816 1.94278
O -1.19233 -0.89065 -0.26646
O -1.63518 1.10393 0.97989
O 0.52111 0.53338 0.16578
C -5.33136 6.94742 1.68512
C -4.59015 7.73643 0.55666
C -4.81227 9.33789 0.64051
O -3.92609 9.95680 -0.29565
C -4.25608 11.26469 -0.62211
N -3.19419 7.40485 0.69159
H -5.18983 7.39646 2.66819
H -5.10203 5.88352 1.62483
H -6.40289 6.90811 1.48921
H -5.04828 7.37578 -0.36429
H -4.51946 9.71403 1.62076
H -5.84297 9.64030 0.45531
H -4.35404 11.90473 0.25474
H -5.14858 11.32285 -1.24514
H -3.46462 11.77929 -1.16697
H -3.12144 6.40703 0.55317
H -3.00466 7.48034 1.68077
C 0.60161 -7.30430 -1.92834
C 1.78811 -7.39681 -0.96504
C 2.90420 -8.18500 -1.57785
O 2.38858 -9.42148 -1.97223
C 3.42370 -10.40114 -2.16628
N 2.31565 -5.97509 -0.68509
H 0.94266 -6.99928 -2.91766
H -0.10989 -6.53574 -1.62638
H 0.05488 -8.24150 -2.03236
H 1.41814 -7.98262 -0.12357
H 3.72070 -8.37010 -0.87987
H 3.29279 -7.65956 -2.45021
H 3.98841 -10.52907 -1.24278
H 4.19998 -10.12335 -2.87924
H 3.03873 -11.38840 -2.42164
H 1.58075 -5.28444 -0.63003
H 2.58083 -5.95336 0.28923
C -0.94339 3.85278 -4.71107
C -1.04252 5.27442 -4.13778
C -2.51511 5.85125 -4.03881
O -2.45461 7.25329 -3.91235
C -3.28026 7.98559 -4.72952
N -0.33371 5.37014 -2.91956
H -1.51795 3.70400 -5.62531
H -1.32660 3.19397 -3.93182
H 0.04138 3.42317 -4.89478
H -0.47746 5.86481 -4.85907
H -3.11990 5.35367 -3.28069
H -3.11307 5.79522 -4.94843
H -4.32853 7.83102 -4.47392
H -3.33480 7.72080 -5.78545
H -3.00003 9.03513 -4.81927
H 0.53832 4.86565 -2.99125
H -0.82583 4.76320 -2.27962
C -1.38973 -6.07486 5.39506
C -1.03904 -6.65065 4.01485
C -0.64356 -8.21155 3.97359
O 0.79567 -8.33740 4.39039
C 1.22286 -9.69186 4.65647
N -2.09456 -6.37941 3.01433
H -2.39791 -6.26844 5.76139
H -1.37655 -4.98508 5.41259
H -0.63499 -6.43458 6.09439
H -0.21342 -6.07556 3.59566
H -0.69322 -8.76224 3.03424
H -1.28588 -8.78121 4.64516
H 0.90953 -10.32760 3.82837
H 0.62578 -10.04144 5.49872
H 2.27357 -9.59121 4.92846
H -1.97401 -5.38035 2.92805
H -1.82182 -6.72360 2.10480
C -3.15768 2.71578 7.37165
C -1.88902 2.38345 7.23326
C -0.73793 3.27177 7.18214
O 0.43724 2.96245 7.05280
C -1.17763 4.67037 7.20523
C -2.45624 5.09718 7.34998
C -3.66914 4.14857 7.46942
O -4.81119 4.58304 7.48923
O -2.78262 6.40189 7.51217
O -1.66287 1.07418 7.02976
H -3.92340 1.95615 7.31658
H -0.43593 5.45502 7.22981
H -3.73664 6.50084 7.47154
H -0.71991 1.02394 6.85684
*
```

For the energy, the calculation gives -2777.40836 Ha. As for the frontier orbital gap: 6.16 eV. The calculation puts the maximum force at 3.85 eV/Å.

---

No. 7
This record from the Open Molecules 2025 dataset describes C5H7NOS in the gas phase. The level of theory is wB97M-V/def2-TZVPD.

ORCA input file:
```
! RIJCOSX wB97M-V def2-TZVPD def2/J DEFGRID3
* xyz 0 1
C -0.65153 1.14257 -0.49306
C 0.87840 1.06943 -0.42183
C -1.29435 0.69946 0.79968
C 1.33630 -0.34081 -0.29186
C -1.42887 -0.51696 1.24107
N 0.49248 -1.25093 -0.49810
O 0.92679 -2.56064 -0.33588
S -1.70776 -1.91409 1.87712
H -0.98291 0.49420 -1.30298
H -0.95682 2.16664 -0.70828
H 1.31152 1.49757 -1.33135
H 1.25731 1.64400 0.42662
H -1.66714 1.49222 1.44157
H 2.37291 -0.53739 -0.01446
H 0.11367 -3.08527 -0.38825
*
```

The SMILES is O/N=C/CCC=C=S. For the energy, the calculation gives -722.79341 Ha. As for the frontier orbital gap: 8.27 eV. The calculation puts the maximum force at 0.85 eV/Å.

---

Q: Which formula does entry 1 have?
A: H2NO2S5

---

Q: What is the energy in the third record?
A: -344.22635 Ha

---

Q: maximum force of number 1 (H2NO2S5)?
A: 3.31 eV/Å